1.
{
  "formula": "C36H50AsN3OPdS",
  "method": "ωB97M-V with the def2-TZVPD basis set",
  "elements": ["Pd", "C", "C", "C", "C", "C", "C", "C", "C", "N", "C", "C", "C", "C", "N", "C", "C", "C", "C", "C", "C", "C", "C", "H", "H", "H", "H", "H", "H", "H", "H", "H", "H", "H", "H", "H", "H", "H", "H", "H", "H", "H", "H", "H", "H", "H", "H", "C", "As", "C", "C", "O", "H", "H", "H", "H", "H", "H", "H", "H", "H", "S", "C", "C", "C", "C", "C", "C", "C", "C", "C", "C", "C", "C", "C", "N", "H", "H", "H", "H", "H", "H", "H", "H", "H", "H", "H", "H", "H", "H", "H", "H", "H"],
  "coordinates": [[-1.567, -0.352, 0.165], [4.778, 0.611, -3.576], [5.513, 1.391, -2.582], [6.800, 1.953, -2.921], [7.495, 2.616, -1.878], [6.955, 2.766, -0.590], [5.696, 2.339, -0.266], [5.093, 2.591, 1.079], [4.963, 1.658, -1.313], [3.627, 1.513, -1.060], [1.106, 1.663, -1.174], [0.303, 1.401, -2.359], [-1.267, 2.471, 0.223], [-1.366, 3.967, 0.449], [-2.243, 1.620, 0.334], [-3.641, 1.794, 0.227], [-4.189, 2.221, -1.022], [-3.450, 2.063, -2.319], [-5.508, 2.742, -1.081], [-6.307, 2.817, 0.048], [-5.777, 2.316, 1.263], [-4.489, 1.855, 1.388], [-3.980, 1.306, 2.637], [5.252, -0.380, -3.692], [5.000, 1.037, -4.529], [3.757, 0.472, -3.335], [7.266, 1.864, -3.926], [8.452, 3.055, -2.005], [7.554, 3.313, 0.126], [5.812, 3.363, 1.486], [4.992, 1.829, 1.821], [4.107, 3.089, 0.927], [0.889, 1.464, -3.278], [-0.497, 2.162, -2.486], [-0.326, 0.493, -2.355], [-2.110, 4.118, 1.265], [-1.624, 4.511, -0.512], [-0.390, 4.363, 0.748], [-3.280, 2.953, -2.879], [-4.019, 1.293, -2.900], [-2.481, 1.600, -2.009], [-5.794, 3.117, -2.076], [-7.318, 3.236, -0.046], [-6.370, 2.351, 2.175], [-4.417, 1.781, 3.549], [-2.896, 1.334, 2.712], [-4.230, 0.211, 2.837], [-1.183, -2.836, 3.973], [-0.820, -0.940, 3.993], [1.057, -0.658, 4.672], [-1.888, -0.193, 5.541], [-1.010, 0.106, 2.680], [-1.286, -3.140, 2.896], [-2.000, -3.216, 4.614], [-0.224, -3.332, 4.276], [1.772, -0.577, 3.862], [1.324, -1.564, 5.214], [1.015, 0.245, 5.301], [-1.328, -0.234, 6.507], [-2.810, -0.836, 5.583], [-2.189, 0.825, 5.251], [0.354, 1.546, 0.465], [2.459, 1.685, -1.111], [-3.258, -3.385, -0.136], [-2.745, -2.926, -1.526], [-3.522, -1.679, -2.041], [-1.324, -2.860, -1.834], [-0.915, -3.100, -3.135], [0.431, -3.143, -3.555], [1.433, -3.000, -2.568], [1.154, -2.898, -1.210], [2.222, -3.089, -0.161], [2.879, -1.789, 0.374], [1.597, -4.036, 0.882], [-0.243, -2.567, -0.898], [-0.482, -1.892, 0.210], [-4.324, -3.479, -0.341], [-3.050, -2.707, 0.708], [-2.913, -4.372, 0.045], [-3.163, -3.719, -2.186], [-3.256, -0.810, -1.356], [-4.643, -1.878, -1.968], [-3.277, -1.435, -3.083], [-1.717, -3.151, -3.872], [0.711, -3.343, -4.575], [2.450, -3.108, -2.904], [3.079, -3.583, -0.649], [2.290, -1.054, 0.922], [3.214, -1.168, -0.508], [3.824, -1.937, 0.898], [0.708, -3.547, 1.316], [2.326, -4.180, 1.729], [1.397, -4.996, 0.418]],
  "lowdin_spin": [0.7294, 0.0003, 0.0017, -0.0004, 0.0020, -0.0001, 0.0015, 0.0012, 0.0004, 0.0068, 0.0267, 0.0140, 0.3897, 0.0694, 0.3048, 0.0406, 0.0269, 0.0043, 0.0008, 0.0155, -0.0011, 0.0180, 0.0077, 0.0001, 0.0000, 0.0000, -0.0001, 0.0002, 0.0000, 0.0000, 0.0002, 0.0009, 0.0005, 0.0056, 0.0039, 0.0157, 0.0166, 0.0025, 0.0003, 0.0006, 0.0044, 0.0004, 0.0014, -0.0001, 0.0003, 0.0020, 0.0013, -0.0004, 0.0014, 0.0010, 0.0009, 0.0251, 0.0005, 0.0000, 0.0000, 0.0003, 0.0002, 0.0001, 0.0001, 0.0001, 0.0001, 0.1260, 0.0164, 0.0181, 0.0213, 0.0462, 0.1151, -0.0045, 0.1247, -0.0081, 0.1105, 0.0108, 0.0073, 0.0036, 0.0621, 0.5479, 0.0008, 0.0134, 0.0005, 0.0031, 0.0267, 0.0024, 0.0007, -0.0024, 0.0101, -0.0033, 0.0011, 0.0025, 0.0002, 0.0002, -0.0003, 0.0004, 0.0002],
  "homo_energy_ev": [-1.486, -3.505],
  "charge": -1,
  "e_tot_ev": -119808.0458,
  "lumo_energy_ev": [2.4440, 2.4309],
  "spin_multiplicity": 4,
  "e_above_lowest_kcal_mol": 46.3
}

---

2.
{
  "formula": "C26H44NO10P",
  "method": "ωB97M-V with the def2-TZVPD basis set",
  "elements": ["C", "O", "C", "C", "C", "P", "O", "O", "O", "N", "C", "O", "C", "C", "C", "O", "C", "C", "C", "C", "C", "C", "H", "H", "H", "H", "H", "H", "H", "H", "H", "H", "H", "H", "H", "H", "H", "H", "H", "H", "H", "H", "C", "C", "C", "O", "H", "H", "H", "H", "H", "H", "C", "C", "C", "O", "H", "H", "H", "H", "H", "H", "C", "C", "C", "O", "H", "H", "H", "H", "H", "H", "C", "C", "C", "O", "H", "H", "H", "H", "H", "H"],
  "coordinates": [[0.901, 3.701, -3.320], [1.905, 3.550, -2.260], [1.462, 2.662, -1.175], [2.139, 1.161, -1.188], [1.670, 0.057, -0.069], [-0.077, 0.344, 0.664], [-1.246, 0.344, -0.426], [-0.427, -1.007, 1.735], [-0.240, 1.861, 1.536], [3.630, 1.510, -0.998], [4.382, 1.501, -2.346], [5.658, 1.900, -2.403], [3.366, 1.006, -3.579], [2.221, 0.305, -2.582], [0.871, -0.328, -3.257], [0.130, 0.661, -4.054], [-1.264, 0.245, -4.297], [-1.788, -1.290, -4.536], [-3.371, -1.663, -4.850], [-4.439, -0.406, -4.894], [-3.968, 1.148, -4.634], [-2.388, 1.483, -4.323], [0.628, 4.839, -3.558], [1.330, 3.280, -4.351], [-0.113, 3.149, -3.140], [1.840, 3.171, -0.163], [0.274, 2.634, -1.060], [1.694, -1.062, -0.441], [2.425, 0.094, 0.855], [0.038, -1.805, 1.300], [-1.194, 2.172, 1.368], [3.954, 0.558, -0.648], [4.077, 0.278, -4.160], [3.104, 2.040, -4.065], [2.815, -0.683, -2.270], [1.123, -1.298, -3.894], [0.203, -0.727, -2.352], [-0.996, -2.150, -4.479], [-3.702, -2.774, -5.019], [-5.570, -0.633, -5.112], [-4.768, 2.004, -4.665], [-2.063, 2.613, -4.119], [-7.164, 1.300, -2.445], [-7.776, 1.667, -3.771], [-9.166, 1.166, -4.056], [-7.162, 2.349, -4.590], [-6.159, 1.730, -2.378], [-7.773, 1.703, -1.632], [-7.087, 0.213, -2.360], [-9.864, 1.564, -3.315], [-9.178, 0.074, -4.043], [-9.478, 1.508, -5.049], [-2.593, -3.598, 5.683], [-2.717, -3.931, 4.220], [-2.384, -2.847, 3.231], [-3.077, -5.047, 3.848], [-2.865, -4.475, 6.279], [-1.561, -3.323, 5.915], [-3.271, -2.779, 5.936], [-1.342, -2.538, 3.354], [-3.052, -1.994, 3.375], [-2.518, -3.230, 2.214], [1.158, -3.175, 9.247], [1.038, -3.841, 7.902], [1.726, -5.168, 7.721], [0.403, -3.322, 6.986], [0.612, -2.226, 9.231], [0.723, -3.816, 10.018], [2.208, -2.971, 9.468], [1.317, -5.898, 8.425], [2.802, -5.053, 7.875], [1.554, -5.530, 6.702], [8.936, 3.300, 1.087], [7.771, 2.356, 1.222], [6.787, 2.301, 0.084], [7.629, 1.656, 2.223], [9.562, 3.233, 1.982], [9.538, 3.025, 0.217], [8.572, 4.326, 0.990], [7.293, 1.982, -0.830], [6.328, 3.283, -0.058], [6.000, 1.577, 0.320]],
  "lowdin_charge": [-0.1141, -0.2148, -0.1356, -0.3538, -0.1618, 0.7384, -0.3929, -0.2382, -0.2264, 0.0498, -0.2247, -0.0423, -0.0097, -0.1812, -0.1598, -0.1674, -0.1306, -0.0152, -0.0533, -0.0754, -0.0507, 0.0161, 0.1115, 0.1001, 0.0723, 0.1531, 0.1294, 0.1203, 0.1319, 0.0952, 0.1056, 0.1200, 0.1376, 0.1187, 0.1494, 0.1395, 0.1276, 0.0771, 0.0816, 0.0751, 0.0710, 0.0882, -0.0271, -0.4933, -0.0268, 0.0318, 0.0785, 0.0863, 0.0883, 0.0864, 0.0861, 0.0853, -0.0254, -0.4866, -0.0367, 0.0414, 0.0854, 0.0533, 0.0868, 0.0662, 0.0911, 0.0857, -0.0249, -0.4797, -0.0244, 0.0368, 0.0856, 0.0870, 0.0869, 0.0873, 0.0868, 0.0858, -0.0312, -0.4896, -0.0498, 0.0397, 0.0815, 0.0848, 0.0845, 0.0749, 0.0945, 0.0653],
  "smiles": "COC[C@]1(CP(=O)(O)O)NC(=O)C[C@@H]1COc1ccccc1.CC(C)=O.CC(C)=O.CC(C)=O.CC(C)=O",
  "homo_energy_ev": -8.204,
  "e_tot_ev": -58917.0505,
  "lumo_energy_ev": -0.1766
}

---

3.
{
  "formula": "C21H30Cl2IrN2OS5",
  "method": "ωB97M-V with the def2-TZVPD basis set",
  "elements": ["Ir", "C", "C", "S", "C", "C", "S", "C", "C", "S", "C", "C", "S", "H", "H", "H", "H", "H", "H", "H", "H", "H", "H", "H", "H", "H", "H", "H", "H", "Cl", "C", "C", "C", "C", "C", "Cl", "C", "N", "H", "H", "H", "C", "C", "O", "H", "H", "H", "H", "H", "H", "S", "C", "N", "C", "C", "C", "C", "H", "H", "H", "H", "H"],
  "coordinates": [[-0.135, 0.225, 0.007], [-3.053, 1.683, 1.071], [-2.302, 1.919, 2.368], [-0.615, 1.193, 2.384], [0.488, 2.656, 2.467], [0.624, 3.493, 1.209], [1.343, 2.539, -0.187], [0.755, 3.533, -1.611], [0.655, 2.763, -2.915], [-0.663, 1.504, -3.026], [-2.226, 2.471, -3.018], [-3.068, 2.142, -1.797], [-2.056, 2.366, -0.299], [-4.011, 2.204, 1.097], [-3.210, 0.622, 0.878], [-2.835, 1.442, 3.191], [-2.193, 2.983, 2.578], [1.454, 2.237, 2.760], [0.119, 3.279, 3.285], [1.306, 4.320, 1.417], [-0.341, 3.886, 0.890], [1.490, 4.329, -1.747], [-0.205, 3.967, -1.333], [1.564, 2.193, -3.108], [0.506, 3.471, -3.731], [-2.773, 2.176, -3.913], [-1.988, 3.530, -3.085], [-3.390, 1.101, -1.823], [-3.934, 2.801, -1.727], [1.870, -1.856, -3.877], [0.210, -2.192, -3.663], [-0.474, -2.968, -4.572], [-1.822, -3.246, -4.389], [-2.514, -2.720, -3.297], [-1.849, -1.938, -2.394], [-2.658, -1.219, -1.070], [-0.440, -1.641, -2.500], [0.142, -0.914, -1.621], [0.043, -3.363, -5.434], [-2.339, -3.874, -5.095], [-3.563, -2.937, -3.160], [4.127, -2.102, 0.520], [2.749, -1.784, -0.040], [2.280, -0.513, 0.458], [4.539, -2.975, 0.021], [4.082, -2.296, 1.590], [4.801, -1.263, 0.354], [2.016, -2.528, 0.273], [2.761, -1.761, -1.131], [2.882, 0.157, 0.109], [-0.768, -2.077, 1.445], [0.202, -2.270, 2.822], [1.363, -1.588, 2.947], [2.175, -1.713, 4.014], [1.851, -2.552, 5.042], [0.656, -3.289, 4.954], [-0.159, -3.150, 3.859], [1.646, -1.001, 2.158], [3.076, -1.120, 4.002], [2.501, -2.655, 5.895], [0.385, -3.972, 5.743], [-1.075, -3.709, 3.759]],
  "lowdin_spin": [2.4578, 0.0079, 0.0038, 0.0477, 0.0052, 0.0089, 0.1203, 0.0130, 0.0010, 0.0304, 0.0054, 0.0117, 0.1257, 0.0016, 0.0008, 0.0005, 0.0007, 0.0001, 0.0015, 0.0033, 0.0003, 0.0040, 0.0001, -0.0001, 0.0005, 0.0004, 0.0004, 0.0009, 0.0037, 0.0527, 0.1660, -0.0191, 0.1796, -0.0085, 0.1619, 0.0902, 0.1400, 1.0260, -0.0024, 0.0095, -0.0009, 0.0034, 0.0069, 0.0679, 0.0008, 0.0001, 0.0002, 0.0000, 0.0033, -0.0002, 0.2135, 0.0309, 0.0036, 0.0005, 0.0014, 0.0018, 0.0113, -0.0005, 0.0001, 0.0001, 0.0002, 0.0025],
  "homo_energy_ev": [-12.797, -13.478],
  "charge": 2,
  "e_tot_ev": -109334.7752,
  "lumo_energy_ev": [-4.9863, -7.4382],
  "spin_multiplicity": 6,
  "e_above_lowest_kcal_mol": 22.4
}

---

4.
{
  "formula": "C41H50ClGeN4OTl",
  "method": "ωB97M-V with the def2-TZVPD basis set",
  "elements": ["Tl", "Cl", "C", "C", "C", "C", "O", "C", "C", "N", "C", "C", "C", "C", "C", "C", "C", "C", "N", "C", "C", "H", "H", "H", "H", "H", "H", "H", "H", "H", "H", "C", "C", "C", "C", "C", "C", "C", "C", "C", "C", "C", "C", "N", "C", "C", "C", "C", "C", "N", "C", "C", "C", "C", "H", "H", "H", "H", "H", "H", "H", "H", "H", "H", "H", "H", "H", "H", "H", "H", "H", "H", "H", "H", "H", "H", "H", "H", "H", "H", "H", "H", "H", "C", "Ge", "C", "C", "C", "H", "H", "H", "H", "H", "H", "H", "H", "H", "H", "H"],
  "coordinates": [[0.166, 0.761, 0.365], [0.799, -1.565, 7.153], [1.110, -0.862, 5.584], [2.408, -0.785, 5.104], [2.634, -0.284, 3.839], [1.584, 0.156, 3.009], [1.857, 0.492, 1.775], [0.283, 0.187, 3.574], [-0.857, 0.943, 2.938], [-2.038, -1.048, 1.778], [-3.400, -1.436, 1.558], [-4.162, -1.913, 2.583], [-5.492, -2.332, 2.354], [-6.034, -2.255, 1.105], [-5.270, -1.754, 0.022], [-5.781, -1.625, -1.291], [-4.983, -1.112, -2.269], [-3.661, -0.736, -1.939], [-3.146, -0.847, -0.745], [-3.937, -1.347, 0.242], [0.067, -0.350, 4.838], [3.231, -1.138, 5.712], [3.636, -0.249, 3.432], [-1.544, 1.245, 3.747], [-3.729, -1.968, 3.573], [-6.076, -2.714, 3.180], [-7.054, -2.571, 0.923], [-6.799, -1.930, -1.497], [-5.337, -0.989, -3.283], [-3.011, -0.333, -2.709], [-0.930, -0.331, 5.263], [0.593, -1.986, -3.259], [-0.111, -2.356, -1.954], [-1.336, -3.230, -2.247], [0.794, -3.085, -0.979], [1.572, -4.139, -1.445], [2.307, -4.924, -0.577], [2.260, -4.666, 0.781], [1.511, -3.613, 1.294], [1.451, -3.384, 2.792], [0.361, -4.250, 3.432], [2.785, -3.653, 3.484], [0.787, -2.816, 0.396], [0.012, -1.718, 0.888], [-1.157, -1.982, 1.310], [-1.688, 0.354, 1.800], [-2.753, 1.288, 1.536], [-2.596, 2.616, 1.780], [-1.240, 3.049, 1.967], [-0.333, 2.202, 2.342], [-0.807, 4.433, 1.505], [-1.046, 4.553, -0.005], [0.670, 4.670, 1.805], [-1.651, 5.481, 2.241], [-0.063, -1.374, -3.881], [0.852, -2.871, -3.840], [1.513, -1.428, -3.077], [-0.470, -1.438, -1.481], [-1.024, -4.191, -2.659], [-1.997, -2.750, -2.971], [-1.910, -3.427, -1.340], [1.588, -4.361, -2.505], [2.905, -5.744, -0.955], [2.821, -5.298, 1.456], [1.188, -2.338, 2.960], [0.586, -5.311, 3.299], [-0.622, -4.065, 2.996], [0.298, -4.044, 4.502], [3.071, -4.704, 3.414], [2.703, -3.411, 4.543], [3.585, -3.048, 3.056], [-1.563, -2.995, 1.307], [-3.702, 0.946, 1.147], [-3.399, 3.310, 1.581], [-0.442, 3.827, -0.554], [-0.762, 5.549, -0.350], [-2.093, 4.388, -0.263], [1.304, 3.932, 1.314], [0.870, 4.604, 2.874], [0.956, 5.663, 1.453], [-2.708, 5.412, 1.982], [-1.309, 6.482, 1.971], [-1.555, 5.371, 3.322], [3.702, 2.510, -0.059], [3.124, 1.138, -1.322], [3.696, -0.649, -0.773], [3.855, 1.548, -3.100], [1.162, 1.178, -1.508], [4.786, 2.467, 0.055], [3.242, 2.343, 0.914], [3.441, 3.505, -0.424], [4.745, -0.622, -0.472], [3.599, -1.364, -1.592], [3.108, -0.991, 0.077], [4.944, 1.578, -3.071], [3.496, 2.517, -3.447], [3.555, 0.792, -3.825], [0.839, 0.422, -2.222], [0.818, 2.145, -1.876]],
  "lowdin_charge": [1.0886, 0.6195, -0.6860, -0.1352, -0.0197, -0.3818, -0.2109, -0.1262, -0.2651, 0.0160, -0.1865, 0.0206, -0.0554, -0.0248, -0.1443, -0.0061, -0.0398, -0.1271, 0.1496, -0.1725, -0.0707, 0.1069, 0.1203, 0.1532, 0.1261, 0.1083, 0.1157, 0.1192, 0.1062, 0.1157, 0.1114, -0.0672, -0.3744, -0.0536, -0.1415, -0.0411, -0.0666, -0.0297, -0.1216, -0.3560, -0.0389, -0.0660, -0.1517, 0.0863, -0.1503, -0.2789, -0.0294, -0.0210, -0.2857, 0.0898, -0.5427, -0.0309, -0.0427, -0.0411, 0.0832, 0.0755, 0.0642, 0.0826, 0.0852, 0.0675, 0.0742, 0.1079, 0.1028, 0.1054, 0.1023, 0.0854, 0.0599, 0.0792, 0.0704, 0.0701, 0.0881, 0.1599, 0.1163, 0.1084, 0.0666, 0.0903, 0.0846, 0.0662, 0.0928, 0.0891, 0.0756, 0.0873, 0.0934, -0.2102, 0.7370, -0.1958, -0.2210, -0.3762, 0.0217, 0.0019, 0.0200, 0.0245, 0.0153, 0.0020, 0.0160, 0.0155, 0.0116, -0.0452, -0.0216],
  "homo_energy_ev": -7.077,
  "e_tot_ev": -125068.2824,
  "lumo_energy_ev": -0.4829,
  "e_above_lowest_kcal_mol": 8.5
}